Entry 1:
The molecule C4H5Cl2NO, computed with ωB97M-V/def2-TZVPD.

Positions of all 13 atoms, in Å:
C -0.33835 0.34845 -0.10211
C 0.00919 -0.47778 -1.34092
C 0.28316 0.06372 1.11290
C 1.21519 -1.03252 1.31645
H -1.75451 1.59947 -1.09894
H -1.35493 1.89177 0.53295
H 1.07897 -0.41766 -1.48296
H -0.24070 -1.50762 -1.07869
H 1.64331 -1.12667 2.31282
N -1.23402 1.34071 -0.26776
O 1.62546 -1.73380 0.42821
Cl -0.81955 0.02925 -2.80769
Cl -0.11321 1.02269 2.47573

Forces on atoms 1 to 3 (eV/Å):
0.2677 -0.2425 -0.4928
-0.0418 -0.1022 1.4115
-0.6310 -0.2371 -1.4557

Properties
**HOMO energy**: -8.59 eV
**Electronic energy**: -32811.1891 eV
**SMILES**: N/C(CCl)=C(\Cl)C=O
**Kohn-Sham gap**: 0.3385 Ha

---

Entry 2:
A structure of composition C4H5Cl3N, computed with ωB97M-V/def2-TZVPD.

Positions of all 13 atoms, in Å:
C -0.27948 -1.56817 1.27116
C -0.89807 0.49767 0.17550
C -1.51254 1.68648 -0.43975
C 2.30072 -0.73181 -0.90493
N -0.71643 -0.44787 0.82773
Cl 1.82342 -0.70489 -2.56833
Cl 1.74862 -1.82692 0.20150
Cl 2.96285 0.75074 -0.32928
H -0.86888 -2.36880 1.18836
H 0.21754 -1.44624 2.15308
H -0.85825 2.65210 -0.10133
H -1.35795 1.54918 -1.42744
H -2.56156 1.95855 -0.04625

Forces on atoms 1 to 3 (eV/Å):
1.2631 0.5992 0.9470
-1.0609 0.5960 0.4065
0.7879 2.7848 5.0171

Properties
**Charge**: +1
**HOMO energy (alpha / beta)**: -12.26 / -12.90 eV
**Electronic energy**: -43274.0532 eV
**Kohn-Sham gap (alpha / beta)**: 0.2398 / 0.2963 Ha

---

What are the energy above the lowest of the compared OMol25 structures with the same formula, charge and spin values for these records? In order: 0.0 29.1 kcal/mol.